Record 1
DFT (ωB97M-V/def2-TZVPD) results for a 2-piece molecular cluster, C29H56BFNO5P2S overall.

Each line ends with the Mulliken charge.
Geometry (Å):
C (-4.53575, 4.24402, -2.44099)  -0.96
C (-4.04157, 4.56359, -1.00900)  -0.52
B (-3.22705, 3.31439, -0.49674)  0.54
O (-3.90578, 2.25723, -0.00976)  -0.56
C (-1.60927, 3.16587, -0.48307)  -0.76
C (-1.28167, 2.14532, 0.61426)  -0.88
F (-1.52070, 2.70478, 1.83751)  -0.54
C (0.24384, 1.86387, 0.42442)  0.22
C (0.39308, 0.41590, 0.86050)  -1.67
O (1.70858, 0.12865, 1.28201)  -0.32
C (1.81201, -1.04241, 2.01763)  0.30
C (1.20090, -1.10415, 3.27402)  -0.13
C (1.27052, -2.23379, 4.08403)  0.75
C (0.56792, -2.28779, 5.41016)  -1.52
C (2.01467, -3.32724, 3.63024)  -0.97
C (2.64227, -3.25315, 2.38866)  -1.28
C (2.55462, -2.12259, 1.56201)  0.64
C (3.29666, -2.15058, 0.24060)  0.29
C (2.35541, -2.30036, -0.95116)  -0.99
C (4.24322, -0.95008, 0.10012)  -1.26
C (0.49787, 2.29225, -1.06409)  -1.22
P (1.59053, 0.96972, -1.85204)  1.22
C (3.23141, 1.77469, -1.72219)  -1.83
C (1.34205, 0.89157, -3.67362)  -0.12
C (1.87184, -0.42572, -4.24765)  -1.56
N (-0.89909, 2.52746, -1.63529)  0.18
O (-1.33209, 1.21638, -1.91270)  0.40
C (-2.31717, 1.05290, -2.94248)  -0.73
C (-2.82144, -0.38220, -2.80620)  0.95
C (-3.83018, -0.52238, -1.67204)  -1.81
C (-3.24483, -0.95932, -4.18940)  0.82
C (-2.50801, -2.29359, -4.47421)  -1.36
C (-4.75031, -1.25680, -4.25215)  -1.88
P (-0.72783, 3.67300, -3.09902)  -0.05
C (-1.07497, 5.32383, -2.42731)  -1.07
O (0.87997, 3.73339, -3.31513)  -0.35
H (-5.26179, 3.44061, -2.44232)  0.32
H (-3.68951, 3.95014, -3.06370)  0.23
H (-4.93820, 5.13002, -2.91813)  0.39
H (-4.92507, 4.70095, -0.38549)  0.44
H (-3.47503, 5.48762, -0.98748)  0.33
H (-4.84542, 2.44874, 0.07174)  0.33
H (-1.07582, 4.02798, -0.10743)  0.64
H (-1.78226, 1.19484, 0.49987)  0.51
H (0.80204, 2.48633, 1.11355)  0.72
H (-0.26205, 0.31713, 1.72705)  0.99
H (0.02250, -0.30133, 0.12682)  0.10
H (0.65723, -0.22990, 3.60770)  0.60
H (0.93005, -3.10459, 6.01914)  0.33
H (0.60778, -1.33209, 5.92153)  0.37
H (-0.48838, -2.48543, 5.21738)  0.31
H (2.10130, -4.19189, 4.26691)  0.38
H (3.22769, -4.09652, 2.05683)  0.37
H (3.92398, -3.03777, 0.24737)  0.65
H (1.96163, -3.31322, -0.99491)  0.49
H (2.91679, -2.16309, -1.87386)  0.35
H (1.52012, -1.60920, -0.90308)  -0.09
H (4.73542, -0.78692, 1.05530)  0.43
H (4.99996, -1.13807, -0.65448)  0.42
H (3.66720, -0.05244, -0.10328)  0.00
H (1.06102, 3.21588, -0.97170)  0.94
H (3.40531, 2.15717, -0.72348)  0.44
H (3.97902, 1.03480, -1.98197)  0.41
H (3.29273, 2.58063, -2.45325)  0.49
H (0.31340, 1.02264, -3.99698)  0.14
H (1.90262, 1.70229, -4.13880)  0.39
H (1.30722, -1.25921, -3.83915)  0.30
H (2.93017, -0.55900, -4.06242)  0.36
H (1.66447, -0.42378, -5.31295)  0.46
H (-3.15505, 1.74381, -2.83801)  -0.38
H (-1.90918, 1.17945, -3.94003)  0.42
H (-1.95085, -0.95314, -2.48280)  -0.11
H (-3.34765, -0.20113, -0.75423)  0.29
H (-4.03699, -1.57625, -1.52148)  0.50
H (-4.74385, 0.03579, -1.83313)  0.33
H (-2.97834, -0.27907, -4.99393)  0.46
H (-3.21066, -3.11708, -4.51174)  0.41
H (-1.94801, -2.25074, -5.40126)  0.29
H (-1.79043, -2.53933, -3.69445)  0.39
H (-4.96180, -2.11690, -3.62807)  0.43
H (-5.36800, -0.40875, -3.98218)  0.34
H (-4.97609, -1.57398, -5.26609)  0.51
H (-0.42620, 5.97831, -3.00617)  0.52
H (-2.09132, 5.60785, -2.65845)  0.30
H (-0.84277, 5.50381, -1.38285)  0.31
H (1.02640, 3.99242, -4.23308)  0.45
C (3.85783, -3.40170, 9.54947)  -0.97
S (4.06332, -4.33421, 8.02880)  0.41
O (3.10715, -3.76663, 7.04112)  -0.50
C (3.33982, -5.85913, 8.64273)  -0.95
H (4.21265, -2.38936, 9.36990)  0.31
H (2.80352, -3.38021, 9.82505)  0.31
H (4.45087, -3.86248, 10.33918)  0.39
H (2.32107, -5.66980, 8.98087)  0.30
H (3.94897, -6.24537, 9.45966)  0.38
H (3.32977, -6.57618, 7.82491)  0.31

Output
E_HOMO = -10.024 eV
LUMO level = -2.31 eV
frontier orbital gap = 7.713 eV
total charge = +1

=====

Record 2
DFT (ωB97M-V/def2-TZVPD) results for C29H56CeClN16O6PSi4Te as an isolated structure.

Each line ends with the Löwdin spin population.
Geometry (Å):
Ce (0.15693, 0.72985, -1.18019)  1.01
N (-0.11834, 0.18412, -5.05500)  0.00
C (-0.52263, 1.36037, -4.52785)  0.00
N (-1.07183, 2.31461, -5.31656)  0.00
N (-1.41686, 3.28285, -4.48225)  0.00
N (-1.10391, 3.00499, -3.26982)  0.00
N (-0.54063, 1.79026, -3.23358)  0.00
C (0.34453, -0.90127, -4.31302)  0.00
N (0.38247, -2.13062, -4.78452)  0.00
N (1.01421, -2.81540, -3.76887)  0.00
N (1.28214, -2.01781, -2.79697)  0.00
N (0.83451, -0.75683, -3.08620)  0.00
H (-0.46969, 0.05094, -5.97715)  0.00
O (-6.57348, -2.71109, -1.40118)  0.00
C (-5.26075, -3.30425, -1.45612)  0.00
C (-4.16066, -2.29309, -1.67368)  0.00
C (-3.01571, -2.57725, -2.34342)  0.00
C (-1.95563, -1.63493, -2.29337)  0.00
N (-2.12038, -0.42504, -1.83336)  0.00
C (-3.32679, -0.08242, -1.33478)  0.00
C (-4.35603, -0.95716, -1.21812)  0.00
C (-3.35476, 1.30024, -0.74777)  0.00
C (-4.49299, 2.09297, -0.67429)  0.00
C (-4.37611, 3.44976, -0.28113)  0.00
C (-5.50333, 4.42739, -0.40649)  0.00
O (-6.71955, 3.85260, -0.67352)  0.00
C (-3.11871, 3.88614, 0.09435)  0.00
C (-2.04419, 3.04260, -0.00192)  0.00
N (-2.13953, 1.74670, -0.34802)  0.00
H (-6.84756, -2.46918, -2.30165)  0.00
H (-5.16631, -4.12574, -2.17169)  0.00
H (-5.05017, -3.78793, -0.49606)  0.00
H (-2.85345, -3.52643, -2.82571)  0.00
H (-1.03510, -1.79360, -2.78688)  0.00
H (-5.29138, -0.74638, -0.64437)  0.00
H (-5.49739, 1.73250, -1.02079)  0.00
H (-5.26374, 5.07931, -1.25191)  0.00
H (-5.56483, 5.04456, 0.47586)  0.00
H (-6.81788, 3.09132, -0.07090)  0.00
H (-2.86991, 4.85929, 0.42704)  0.00
H (-1.03768, 3.32847, 0.16486)  0.00
O (2.70170, 1.20131, -0.92212)  0.00
Cl (4.02601, 0.97960, -0.22773)  0.00
O (4.98294, 1.95661, -0.77707)  0.00
O (3.80583, 1.18326, 1.21343)  0.00
O (4.57405, -0.30778, -0.49271)  0.00
C (2.45433, 6.67769, -1.68526)  0.00
N (1.30057, 6.33625, -2.43291)  0.00
C (1.69280, 5.78024, -3.72089)  0.00
N (2.63026, 4.66287, -3.59280)  0.00
C (3.78791, 5.08010, -2.73115)  0.00
N (3.35423, 5.56431, -1.40567)  0.00
C (2.76962, 4.53939, -0.55573)  0.00
P (1.24824, 3.82510, -1.30103)  0.00
C (0.45923, 5.47450, -1.66797)  0.00
C (1.93176, 3.49637, -3.05021)  0.00
H (2.21415, 7.15335, -0.66470)  0.00
H (3.09743, 7.35485, -2.23944)  0.00
H (2.22304, 6.54283, -4.27399)  0.00
H (0.78664, 5.40514, -4.30957)  0.00
H (4.41899, 5.87259, -3.17578)  0.00
H (4.41673, 4.22351, -2.56654)  0.00
H (2.53564, 5.01717, 0.40389)  0.00
H (3.52806, 3.78458, -0.32673)  0.00
H (0.31244, 5.93596, -0.72709)  0.00
H (-0.47122, 5.35724, -2.21626)  0.00
H (1.11885, 3.26252, -3.72964)  0.00
H (2.54380, 2.62552, -2.99867)  0.00
N (1.27851, 2.54837, 1.99999)  0.00
N (0.77291, 1.38517, 1.28727)  0.00
H (0.97946, 3.41303, 1.51891)  0.00
H (2.27037, 2.50202, 1.91768)  0.00
H (0.03154, 0.87616, 1.77563)  0.00
H (1.59302, 0.79451, 1.30903)  0.00
C (3.15092, -3.26583, -0.06305)  0.00
Si (2.88988, -3.24831, 1.84016)  0.00
C (3.95423, -1.87879, 2.58637)  0.00
C (3.63664, -4.96227, 2.43803)  0.00
Si (0.74615, -3.12271, 2.38979)  0.00
Te (-0.56188, -1.63062, 0.87920)  0.00
Si (-0.29687, -5.11916, 2.20205)  0.00
C (-2.04995, -4.85554, 2.80775)  0.00
C (0.35791, -6.46885, 3.38164)  0.00
C (-0.37841, -5.86974, 0.45623)  0.00
Si (0.37135, -2.37956, 4.55214)  0.00
C (-1.43027, -2.13140, 4.99075)  0.00
C (1.02870, -3.57412, 5.85753)  0.00
C (1.26790, -0.73181, 4.69049)  0.00
H (4.16272, -3.35492, -0.35618)  0.00
H (2.77690, -2.31178, -0.52317)  0.00
H (2.53455, -4.04007, -0.46851)  0.00
H (3.89216, -1.91277, 3.61461)  0.00
H (3.72353, -0.82825, 2.30008)  0.00
H (4.91519, -2.09756, 2.23792)  0.00
H (4.71545, -4.83371, 2.31209)  0.00
H (3.29798, -5.84097, 1.85766)  0.00
H (3.46366, -5.14381, 3.50102)  0.00
H (-2.16381, -4.98428, 3.89689)  0.00
H (-2.90222, -5.51331, 2.34611)  0.00
H (-2.38236, -3.79952, 2.58725)  0.00
H (0.09672, -6.17873, 4.38147)  0.00
H (1.41020, -6.53422, 3.55356)  0.00
H (-0.03117, -7.45434, 3.12895)  0.00
H (-0.50473, -4.96899, -0.18150)  0.00
H (-1.20600, -6.58489, 0.28437)  0.00
H (0.56291, -6.36618, 0.30866)  0.00
H (-1.94364, -3.08160, 5.00623)  0.00
H (-1.83303, -1.48070, 4.20912)  0.00
H (-1.45926, -1.66769, 5.91662)  0.00
H (0.59074, -4.55026, 5.77210)  0.00
H (0.82821, -3.19594, 6.83370)  0.00
H (2.14419, -3.75200, 5.73009)  0.00
H (0.55966, 0.00252, 5.10105)  0.00
H (1.52501, -0.51896, 3.65147)  0.00
H (2.21340, -0.86810, 5.24212)  0.00

Output
multiplicity = 2
E_HOMO (spin up / spin down) = -4.981 / -4.982 eV
LUMO level (spin up / spin down) = 1.30 / 1.30 eV
frontier orbital gap (spin up / spin down) = 6.281 / 6.279 eV
total charge = -1

=====

Record 3
DFT (ωB97M-V/def2-TZVPD) results for one molecule with the formula C29H56IN2OS2.

Each line ends with the Löwdin spin population.
Geometry (Å):
C (-2.55051, -2.36218, 1.82713)  0.00
C (-2.48677, -1.54442, 3.19461)  0.00
C (-1.01235, -1.64263, 3.74122)  0.00
C (-0.66529, -0.53284, 4.82588)  0.00
C (-0.31340, 0.80300, 4.07527)  0.00
C (1.21770, 1.15949, 4.03532)  0.00
C (2.17217, -0.05926, 3.75938)  0.00
C (3.21343, 0.24207, 2.59340)  0.00
N (2.43738, 0.70766, 1.44572)  0.00
C (1.51168, -0.25867, 0.85380)  0.00
C (1.90315, -1.77385, 0.88426)  0.00
C (2.93113, -2.20422, -0.25247)  0.00
C (2.07472, -2.69199, -1.50086)  0.00
C (1.99887, -4.25275, -1.62965)  0.00
C (0.85626, -4.92889, -0.78779)  0.00
C (-0.60036, -4.45553, -1.13833)  0.00
C (-1.26140, -5.29837, -2.30556)  0.00
C (3.11723, 1.55538, 0.53906)  0.00
S (3.63555, 3.05937, 1.10686)  0.00
S (3.43451, 1.18962, -1.20819)  0.00
C (3.36278, 2.75925, -2.16283)  0.00
C (2.06257, 3.63364, -1.86335)  0.00
C (0.87280, 3.38442, -2.86008)  0.00
C (-0.02747, 2.12597, -2.56033)  0.00
I (0.75691, 0.31122, -3.54065)  0.00
C (-1.43428, 2.39755, -3.29615)  0.00
C (-2.68422, 1.80153, -2.55234)  0.02
C (-2.78153, 0.22364, -2.72451)  0.01
C (-3.97031, 2.36143, -3.34669)  0.01
N (-2.85037, 2.24894, -1.14517)  0.36
O (-3.45422, 1.35304, -0.43638)  0.54
C (-1.58613, 2.73531, -0.53100)  0.03
C (-1.69825, 2.42452, 1.02763)  0.00
C (-1.38400, 4.29677, -0.62401)  0.00
C (-0.35970, 1.88989, -1.03795)  0.02
H (-1.51660, -2.55187, 1.43057)  0.00
H (-3.05101, -3.35375, 1.94793)  0.00
H (-3.10292, -1.81646, 1.02702)  0.00
H (-3.18021, -1.96074, 3.96078)  0.00
H (-2.72249, -0.48694, 2.91462)  0.00
H (-0.74794, -2.67416, 4.09831)  0.00
H (-0.34235, -1.44940, 2.86069)  0.00
H (-1.56181, -0.45080, 5.48558)  0.00
H (0.18832, -0.92448, 5.42788)  0.00
H (-0.80303, 0.82590, 3.06430)  0.00
H (-0.81411, 1.63323, 4.64816)  0.00
H (1.33310, 1.99446, 3.29467)  0.00
H (1.48786, 1.61687, 5.02503)  0.00
H (1.62939, -1.01058, 3.54760)  0.00
H (2.77517, -0.23898, 4.68298)  0.00
H (3.87532, -0.64374, 2.39166)  0.00
H (3.89411, 1.02061, 3.01989)  0.00
H (1.24795, -0.01946, -0.21018)  0.00
H (0.53246, -0.17032, 1.40860)  0.00
H (2.23592, -2.17095, 1.86953)  0.00
H (0.96059, -2.33978, 0.64111)  0.00
H (3.54393, -3.07376, 0.10976)  0.00
H (3.65827, -1.40377, -0.51660)  0.00
H (1.04602, -2.24295, -1.48670)  0.00
H (2.55445, -2.28724, -2.42998)  0.00
H (2.95525, -4.76533, -1.34181)  0.00
H (1.78752, -4.50202, -2.70588)  0.00
H (1.01274, -4.86937, 0.32126)  0.00
H (0.89523, -6.02865, -1.02717)  0.00
H (-1.23343, -4.67831, -0.23516)  0.00
H (-0.70807, -3.36270, -1.32461)  0.00
H (-0.69683, -5.18768, -3.26114)  0.00
H (-1.36669, -6.37575, -2.01547)  0.00
H (-2.30759, -4.94402, -2.50580)  0.00
H (4.22306, 3.38718, -1.81083)  0.00
H (3.42823, 2.62649, -3.26442)  0.00
H (1.77760, 3.59896, -0.78580)  0.00
H (2.39932, 4.69270, -2.04195)  0.00
H (0.27621, 4.32921, -2.94699)  0.00
H (1.32998, 3.23117, -3.87537)  0.00
H (-1.41470, 1.90453, -4.30210)  0.00
H (-1.59275, 3.48618, -3.47550)  0.00
H (-2.72283, 0.06225, -3.83746)  0.00
H (-3.77165, -0.17294, -2.41405)  0.00
H (-1.91236, -0.31905, -2.29258)  0.00
H (-3.61374, 2.97481, -4.20715)  0.00
H (-4.59466, 1.50091, -3.68985)  0.00
H (-4.56131, 2.98793, -2.64295)  0.00
H (-1.50910, 1.34749, 1.22840)  0.00
H (-0.86003, 2.99173, 1.52246)  0.00
H (-2.63832, 2.81767, 1.47134)  0.00
H (-1.40938, 4.65485, -1.68245)  0.00
H (-2.17449, 4.81740, -0.03795)  0.00
H (-0.40188, 4.51373, -0.13386)  0.00
H (-0.67466, 0.81362, -0.94870)  0.00
H (0.52058, 1.98794, -0.35493)  0.00

Output
multiplicity = 2
E_HOMO (spin up / spin down) = -8.209 / -8.210 eV
LUMO level (spin up / spin down) = -0.05 / -0.08 eV
frontier orbital gap (spin up / spin down) = 8.161 / 8.134 eV